(1)
The following is a quantum chemistry calculation of C36H49N8O4S3Tl as an isolated structure in a non-equilibrium geometry, from OMol25.

* frontier orbital gap: 3.45 eV
* net charge: -2
* ΔE to the lowest compared entry with this formula, charge and spin: 25.8 kcal/mol
* calculated total energy: -3507.1094 Ha

Cartesian coordinates (Å):
1 Tl 9.23593 12.89027 15.54638
2 C 7.16647 9.05596 19.09524
3 C 7.86773 10.23282 18.57564
4 N 7.43935 10.83065 17.43409
5 N 6.60207 10.19620 16.67018
6 C 5.96616 11.03182 15.77617
7 N 4.91572 10.40141 15.15557
8 S 6.27376 12.69159 15.65222
9 C 9.01414 10.72282 19.25379
10 C 9.70885 10.09041 20.31954
11 C 10.67336 10.80648 20.98943
12 C 11.00626 12.12138 20.62870
13 C 10.33057 12.61612 19.52229
14 N 9.42687 11.95748 18.85145
15 H 7.10886 9.08698 20.16537
16 H 6.16702 9.08625 18.61547
17 H 7.71883 8.10064 18.80854
18 H 4.67221 9.45095 15.42166
19 H 4.47068 10.77381 14.31299
20 H 9.51726 9.01366 20.60500
21 H 11.25724 10.38320 21.81558
22 H 11.78753 12.68154 21.15663
23 H 10.52020 13.65040 19.13200
24 C 13.44129 12.50540 13.21650
25 O 12.97206 13.59493 12.41678
26 C 12.98617 14.87494 12.96756
27 C 13.77640 15.79668 12.29701
28 C 14.09690 16.99865 12.85856
29 C 13.44307 17.39249 14.03846
30 C 12.53674 16.54693 14.69989
31 C 11.94857 17.05090 15.90485
32 N 10.75779 16.57433 16.25710
33 N 10.18457 17.08066 17.26428
34 C 8.93226 16.41916 17.40502
35 O 8.60983 15.43779 16.69844
36 C 8.02770 16.96741 18.42116
37 C 6.65233 16.84388 18.14655
38 C 5.77207 17.56432 18.92618
39 C 6.20409 18.20079 20.07402
40 C 7.56727 18.32753 20.33615
41 C 8.50063 17.70488 19.50766
42 C 12.35173 15.12151 14.24682
43 O 11.77232 14.23983 14.93085
44 H 13.67742 11.72566 12.48995
45 H 12.68141 12.34270 13.98485
46 H 14.39144 12.80373 13.68703
47 H 14.21894 15.60694 11.34300
48 H 14.84044 17.68423 12.47043
49 H 13.69192 18.35088 14.50906
50 H 12.47504 17.80451 16.46957
51 H 6.31397 16.14167 17.39584
52 H 4.76623 17.52888 18.59626
53 H 5.41841 18.63178 20.72711
54 H 7.87974 18.78746 21.27134
55 H 9.56031 17.77131 19.64424
56 C 7.45207 7.71203 10.81454
57 C 7.79172 6.78819 12.05880
58 C 9.30301 6.83627 12.47778
59 C 9.82010 8.07180 13.20330
60 N 10.66072 8.95834 12.41204
61 C 10.31871 10.22308 12.02678
62 S 9.01521 11.11854 12.68921
63 N 11.09346 10.77771 11.06879
64 C 11.79818 10.09486 9.97363
65 C 10.89488 9.46478 8.86312
66 C 10.02008 10.43914 8.03208
67 C 10.68982 11.53069 7.22227
68 H 6.43977 7.33157 10.49172
69 H 8.15569 7.46548 9.98230
70 H 7.51134 8.82694 10.99010
71 H 7.51781 5.77748 11.74849
72 H 7.20204 7.23952 12.91386
73 H 9.95745 6.61016 11.59740
74 H 9.44740 6.01430 13.19584
75 H 10.41699 7.71191 14.02617
76 H 9.05285 8.74229 13.56740
77 H 11.61871 8.68691 12.19584
78 H 10.72076 11.67041 10.81330
79 H 12.45198 9.27224 10.34823
80 H 12.49395 10.86026 9.60937
81 H 10.26990 8.69308 9.34473
82 H 11.44573 8.89362 8.09002
83 H 9.34758 10.87509 8.81121
84 H 9.42754 9.86196 7.30959
85 H 11.31167 12.21150 7.85434
86 H 9.93873 12.23171 6.73345
87 H 11.31133 11.17119 6.39683
88 O 13.25843 10.45402 18.12155
89 S 14.30386 10.69453 17.11521
90 C 14.56732 9.06398 16.19980
91 C 15.20000 8.13726 17.21923
92 C 16.39866 8.95234 17.75952
93 C 15.95375 10.41075 17.96988
94 H 15.24653 9.29269 15.36278
95 H 13.68028 8.70319 15.68221
96 H 15.52116 7.17312 16.84417
97 H 14.47083 7.93917 18.02297
98 H 17.23532 8.94656 17.04359
99 H 16.80161 8.51970 18.71692
100 H 16.71493 11.11514 17.60193
101 H 15.76586 10.58658 19.04751

---

(2)
The following is a quantum chemistry calculation of C36H50AsN5O3RbS2Si2 as an isolated structure in a non-equilibrium geometry, from OMol25.

* frontier orbital gap: 5.03 eV
* net charge: -1
* ΔE to the lowest compared entry with this formula, charge and spin: 40.0 kcal/mol
* calculated total energy: -5536.6580 Ha

Cartesian coordinates (Å):
1 Rb -0.28894 -0.99544 0.03497
2 O 2.09076 -1.79407 -0.53856
3 S 2.05318 -3.10538 0.10593
4 O 1.20525 -4.09553 -0.52008
5 N 1.72629 -2.81561 1.58219
6 C 1.36407 -3.71155 2.56209
7 C 1.69674 -5.05050 2.63644
8 C 1.31107 -5.84332 3.73738
9 C 0.59996 -5.32096 4.77812
10 C 0.22674 -3.95421 4.74336
11 C -0.51454 -3.33589 5.77633
12 C -0.86437 -2.02411 5.67087
13 C -0.47370 -1.30965 4.51599
14 N 0.22011 -1.83906 3.54182
15 C 0.58593 -3.14941 3.63919
16 C 3.71663 -3.71573 -0.06441
17 C 4.78251 -2.82947 0.00578
18 C 6.07894 -3.30642 -0.11117
19 C 6.30807 -4.66516 -0.29945
20 C 5.23678 -5.54476 -0.38779
21 C 3.93545 -5.07017 -0.27605
22 H 2.27320 -5.49147 1.83450
23 H 1.59010 -6.89145 3.75305
24 H 0.30963 -5.93485 5.62336
25 H -0.79682 -3.92127 6.64535
26 H -1.42892 -1.52590 6.44909
27 H -0.75952 -0.26819 4.39553
28 H 4.58833 -1.77150 0.13108
29 H 6.91469 -2.61842 -0.06640
30 H 7.32128 -5.03721 -0.38968
31 H 5.41422 -6.60281 -0.54316
32 H 3.08278 -5.72989 -0.38416
33 C -4.27951 2.86717 2.95889
34 Si -3.04995 1.63693 2.20239
35 C -3.39592 0.02862 3.11757
36 C -1.36579 2.24837 2.81486
37 C -3.30500 1.55475 0.41073
38 C -3.85292 0.35292 -0.16287
39 C -4.85932 0.38846 -1.18215
40 C -5.39408 -0.76203 -1.70229
41 C -4.95810 -2.00418 -1.23048
42 C -3.99702 -1.98346 -0.23949
43 N -3.45168 -0.88199 0.28379
44 Si -2.98771 2.98259 -0.65845
45 C -2.69321 2.46848 -2.46051
46 C -1.43617 3.92244 -0.15591
47 C -4.33068 4.32015 -0.71712
48 H -4.18573 2.92424 4.05214
49 H -5.30442 2.56602 2.71531
50 H -4.12621 3.87612 2.55479
51 H -3.34653 0.18305 4.20362
52 H -2.68283 -0.74902 2.83562
53 H -4.39328 -0.34844 2.86641
54 H -1.27267 2.08277 3.89623
55 H -1.24822 3.32112 2.63427
56 H -0.54269 1.73740 2.30295
57 H -5.22933 1.35746 -1.49906
58 H -6.16948 -0.71172 -2.46003
59 H -5.35383 -2.93789 -1.60832
60 H -3.63337 -2.92427 0.17070
61 H -1.94302 1.66903 -2.48658
62 H -2.31587 3.31922 -3.04650
63 H -3.59972 2.08842 -2.94426
64 H -0.58801 3.23771 -0.07282
65 H -1.57017 4.41566 0.81358
66 H -1.19566 4.69964 -0.89457
67 H -5.27177 3.94037 -1.13259
68 H -4.01490 5.18422 -1.31784
69 H -4.53797 4.67421 0.29922
70 C 3.19897 0.04909 1.85144
71 As 2.49306 1.03017 0.36158
72 C 3.19189 2.77510 0.85975
73 C 3.38205 0.78085 -1.32691
74 O 0.85411 1.15698 0.28808
75 H 4.27145 0.23948 1.92022
76 H 2.97247 -1.01282 1.80479
77 H 2.68994 0.46912 2.71834
78 H 4.28208 2.79519 0.80427
79 H 2.86730 2.99975 1.87404
80 H 2.77356 3.52333 0.18635
81 H 4.45624 0.90362 -1.18373
82 H 2.99631 1.55243 -1.98806
83 H 3.15577 -0.19417 -1.74619
84 C -1.38850 3.42133 -6.21347
85 C -0.23644 2.70121 -5.59695
86 C 1.07037 3.04629 -5.74192
87 C 2.03215 2.26490 -5.05246
88 N 1.73315 1.17977 -4.39006
89 C 0.42764 0.76503 -4.32447
90 S -0.10232 -0.65423 -3.66388
91 N -0.52085 1.62961 -4.84432
92 C 3.47165 2.68167 -5.05740
93 H -1.04373 4.28970 -6.76984
94 H -2.08746 3.74975 -5.44092
95 H -1.92636 2.75797 -6.89250
96 H 1.35554 3.89636 -6.34480
97 H -1.48031 1.34470 -4.68782
98 H 3.77064 3.05050 -6.03976
99 H 4.09712 1.84083 -4.76790
100 H 3.61937 3.49138 -4.33825